A | Here is 2 unconnected molecules or ions with the total composition C5H14 from the OMol25 dataset. Energies are from wB97M-V/def2-TZVPD.

Values from the calculation:
structure (SMILES): CCC.CC
LUMO energy: 1.147 eV

Geometry as ORCA input:
```
! RIJCOSX wB97M-V def2-TZVPD def2/J DEFGRID3
* xyz 0 1
C -0.236 -1.084 -1.480
C -0.842 -0.820 -0.108
C -0.690 -2.391 -2.133
H 0.860 -1.032 -1.460
H -0.478 -0.285 -2.190
H -0.168 -0.360 0.615
H -1.677 -0.115 -0.054
H -1.766 -2.362 -2.304
H -0.618 -3.209 -1.418
H -1.200 -1.777 0.266
H -0.085 -2.625 -2.999
C 1.373 1.603 2.063
C 0.377 2.462 1.272
H 0.839 1.072 2.872
H 1.707 0.717 1.513
H 2.131 2.216 2.549
H -0.565 1.995 0.981
H 0.832 2.564 0.285
H 0.205 3.430 1.731
*
```

B | Here is 2 unconnected molecules or ions with the total composition C5H14 from the OMol25 dataset. Energies are from wB97M-V/def2-TZVPD.

Values from the calculation:
structure (SMILES): CCC.CC
LUMO energy: 1.079 eV

Geometry as ORCA input:
```
! RIJCOSX wB97M-V def2-TZVPD def2/J DEFGRID3
* xyz 0 1
C 1.161 -1.329 -0.075
C 1.703 -0.150 0.620
C 1.764 -1.679 -1.404
H 0.116 -1.059 -0.368
H 1.121 -2.168 0.650
H 1.977 0.713 -0.040
H 1.066 0.396 1.356
H 1.171 -2.355 -2.052
H 2.669 -0.473 1.190
H 2.699 -2.219 -1.303
H 2.041 -0.745 -2.032
C -1.638 0.956 0.329
C -2.797 1.935 0.501
H -1.844 0.310 -0.517
H -0.608 1.342 0.305
H -1.423 0.255 1.262
H -2.606 2.972 0.031
H -3.557 1.389 -0.031
H -3.015 1.910 1.578
*
```

Tell me which of them is the most stable. Sure, it is A.

A | Here is 2 unconnected molecules or ions with the total composition C5H14 from the OMol25 dataset. Energies are from wB97M-V/def2-TZVPD.

Values from the calculation:
structure (SMILES): CCC.CC
LUMO energy: 1.145 eV

Geometry as ORCA input:
```
! RIJCOSX wB97M-V def2-TZVPD def2/J DEFGRID3
* xyz 0 1
C 1.122 -0.395 -1.703
C 2.497 0.198 -1.573
H 0.799 -1.315 -1.203
H 0.367 0.170 -1.106
H 0.668 -0.286 -2.688
H 2.498 1.159 -2.100
H 2.757 0.482 -0.557
H 3.261 -0.397 -2.055
C -1.449 0.593 1.245
C -2.028 -0.334 0.129
C -0.234 -0.029 1.997
H -2.177 0.642 2.057
H -1.301 1.578 0.834
H -2.177 -1.340 0.498
H -2.965 0.210 0.048
H 0.071 0.426 2.939
H -1.521 -0.329 -0.824
H 0.635 0.021 1.332
H -0.500 -1.060 2.200
*
```

B | Here is 2 unconnected molecules or ions with the total composition C5H14 from the OMol25 dataset. Energies are from wB97M-V/def2-TZVPD.

Values from the calculation:
structure (SMILES): CCC.CC
LUMO energy: 1.116 eV

Geometry as ORCA input:
```
! RIJCOSX wB97M-V def2-TZVPD def2/J DEFGRID3
* xyz 0 1
C 0.398 -2.853 -1.213
C -0.268 -1.614 -1.816
H 0.239 -2.887 -0.133
H -0.006 -3.784 -1.596
H 1.478 -2.784 -1.306
H -0.548 -1.769 -2.853
H 0.413 -0.755 -1.774
H -1.131 -1.313 -1.225
C -0.089 1.832 1.692
C -0.839 0.615 1.198
C 0.739 2.471 0.589
H -0.752 2.588 2.118
H 0.611 1.533 2.469
H -1.406 0.861 0.295
H 0.135 2.786 -0.275
H -1.551 0.178 1.894
H -0.175 -0.198 0.892
H 1.320 3.331 0.909
H 1.432 1.761 0.134
*
```

C | Here is 2 unconnected molecules or ions with the total composition C5H14 from the OMol25 dataset. Energies are from wB97M-V/def2-TZVPD.

Values from the calculation:
structure (SMILES): CCC.CC
LUMO energy: 1.133 eV

Geometry as ORCA input:
```
! RIJCOSX wB97M-V def2-TZVPD def2/J DEFGRID3
* xyz 0 1
C 0.325 -0.642 2.469
C 1.781 -1.046 1.915
H 0.284 -0.344 3.566
H 0.030 0.085 1.618
H -0.419 -1.377 2.420
H 2.271 -0.114 2.058
H 1.854 -1.300 0.901
H 2.095 -1.854 2.529
C -0.629 1.255 -1.625
C -2.109 0.741 -1.500
C 0.544 0.144 -1.592
H -0.664 1.680 -2.631
H -0.355 2.112 -0.889
H -2.405 -0.037 -2.217
H 0.272 -0.641 -2.335
H 1.608 0.308 -1.747
H -2.869 1.288 -1.828
H -2.331 0.213 -0.540
H 0.718 -0.471 -0.570
*
```

Tell me which of them is the most stable. Sure, it is B.

A | Here is 2 unconnected molecules or ions with the total composition C5H14 from the OMol25 dataset. Energies are from wB97M-V/def2-TZVPD.

Values from the calculation:
structure (SMILES): CCC.CC
LUMO energy: 1.089 eV

Geometry as ORCA input:
```
! RIJCOSX wB97M-V def2-TZVPD def2/J DEFGRID3
* xyz 0 1
C -0.020 0.262 1.642
C 1.257 -0.121 0.847
C -0.188 -0.534 2.992
H -0.866 -0.178 1.061
H -0.190 1.355 1.658
H 1.383 0.573 -0.026
H 2.163 0.081 1.653
H 0.822 -0.863 3.228
H -0.900 -1.384 2.725
H 1.307 -1.230 0.722
H -0.396 0.149 3.708
C -0.242 0.002 -3.173
C -0.800 0.445 -1.875
H -0.197 -1.038 -3.120
H -0.995 0.368 -3.994
H 0.694 0.435 -3.434
H -0.959 1.561 -1.828
H -0.135 0.117 -1.086
H -1.738 0.000 -1.699
*
```

B | Here is 2 unconnected molecules or ions with the total composition C5H14 from the OMol25 dataset. Energies are from wB97M-V/def2-TZVPD.

Values from the calculation:
structure (SMILES): CCC.CC
LUMO energy: 1.133 eV

Geometry as ORCA input:
```
! RIJCOSX wB97M-V def2-TZVPD def2/J DEFGRID3
* xyz 0 1
C -2.011 -0.237 -0.104
C -1.436 -1.617 -0.528
C -1.815 0.023 1.397
H -3.087 -0.224 -0.282
H -1.600 0.554 -0.734
H -1.197 -2.146 0.401
H -2.185 -2.083 -1.150
H -2.213 0.972 1.745
H -0.431 -1.588 -0.943
H -0.773 -0.092 1.691
H -2.291 -0.800 1.937
C 2.885 0.584 -0.962
C 2.153 1.267 0.182
H 3.902 0.218 -0.790
H 2.433 -0.358 -1.292
H 2.927 1.224 -1.843
H 2.054 0.613 1.044
H 1.133 1.489 -0.128
H 2.638 2.195 0.473
*
```

Tell me which of them is the most stable. Sure, it is B.

A | Here is a molecular structure, N2O3S from the OMol25 dataset. Energies are from wB97M-V/def2-TZVPD.

Values from the calculation:
LUMO energy (spin up / spin down): -1.774 / -0.727 eV

Geometry as ORCA input:
```
! RIJCOSX wB97M-V def2-TZVPD def2/J DEFGRID3
* xyz 0 1
N 2.293 -0.106 0.095
N -2.093 0.253 0.419
O 2.973 0.911 -0.075
O -0.958 0.016 0.612
O -2.848 0.260 -0.498
S 0.930 -0.845 0.087
*
```

B | Here is a single N2O3S molecule from the OMol25 dataset. Energies are from wB97M-V/def2-TZVPD.

Values from the calculation:
LUMO energy: -0.835 eV

Geometry as ORCA input:
```
! RIJCOSX wB97M-V def2-TZVPD def2/J DEFGRID3
* xyz 0 1
N -2.114 0.272 -0.750
N -1.314 0.212 0.000
O 0.897 -0.506 1.600
O 1.240 1.188 -0.110
O 0.503 -1.022 -0.901
S 0.789 -0.144 0.162
*
```

Tell me which of them is the most stable. Sure, it is B.

A | Here is a molecular structure, C5H11O2Si from the OMol25 dataset. Energies are from wB97M-V/def2-TZVPD.

Values from the calculation:
LUMO energy: 4.028 eV

Geometry as ORCA input:
```
! RIJCOSX wB97M-V def2-TZVPD def2/J DEFGRID3
* xyz -1 1
C 1.574 -0.665 1.245
C 0.472 0.815 -1.183
C 0.023 -1.569 -1.302
C 0.090 -0.404 0.980
C -0.321 -0.336 -0.491
O 1.969 -0.019 2.264
O 2.211 -1.431 0.558
Si 0.139 1.103 2.128
H 0.505 0.582 -2.278
H 0.013 1.791 -0.918
H 1.417 0.583 -0.688
H -0.751 -2.054 -1.985
H 0.937 -1.316 -1.744
H 0.252 -2.405 -0.506
H -0.427 -1.153 1.463
H -1.404 -0.161 -0.557
H 0.002 0.988 3.551
H -1.414 1.793 2.072
H 0.855 2.167 1.395
*
```

B | Here is 2 unconnected molecules or ions with the total composition C5H11O2Si from the OMol25 dataset. Energies are from wB97M-V/def2-TZVPD.

Values from the calculation:
LUMO energy (spin up / spin down): 3.749 / 3.749 eV

Geometry as ORCA input:
```
! RIJCOSX wB97M-V def2-TZVPD def2/J DEFGRID3
* xyz -1 1
C -3.008 0.364 -0.115
C 2.678 0.587 -0.916
C -0.724 -0.168 1.960
C -0.657 -1.743 -0.765
C 1.544 1.549 -0.475
O -3.483 -0.205 0.867
O -3.472 0.998 -1.050
Si -0.998 -0.095 0.050
H 3.414 0.528 -0.168
H 2.105 -0.329 -1.073
H 3.189 0.864 -1.923
H -0.492 0.867 2.259
H -1.700 -0.391 2.532
H 0.018 -0.902 2.287
H -0.985 -1.714 -1.771
H 0.459 -1.912 -0.782
H -1.157 -2.598 -0.065
H 1.400 2.218 -1.294
H 1.868 2.084 0.441
*
```

Tell me which of them is the most stable. Sure, it is A.

A | Here is a single C4H3NS molecule from the OMol25 dataset. Energies are from wB97M-V/def2-TZVPD.

Values from the calculation:
structure (SMILES): S=C1C=CC=N1
LUMO energy: -1.673 eV

Geometry as ORCA input:
```
! RIJCOSX wB97M-V def2-TZVPD def2/J DEFGRID3
* xyz 0 1
C -0.077 -0.072 -0.296
C 1.181 -0.175 0.491
C 0.830 -0.008 1.750
C -0.743 0.233 1.717
H 2.176 -0.333 -0.006
H 1.347 0.049 2.686
H -1.359 0.411 2.648
N -1.198 0.202 0.504
S -0.058 -0.088 -1.927
*
```

B | Here is a single C4H3NS molecule from the OMol25 dataset. Energies are from wB97M-V/def2-TZVPD.

Values from the calculation:
structure (SMILES): S=C1C=CC=N1
LUMO energy (spin up / spin down): -2.553 / -2.552 eV

Geometry as ORCA input:
```
! RIJCOSX wB97M-V def2-TZVPD def2/J DEFGRID3
* xyz 0 1
C -0.175 -0.065 -0.030
C 1.023 -0.761 -0.087
C 0.243 1.286 0.010
C 2.069 0.122 -0.032
N 1.520 1.450 -0.012
S 3.778 -0.224 -0.066
H -1.068 -0.490 0.239
H 1.229 -1.746 0.135
H -0.465 2.049 0.187
*
```

Tell me which of them is the most stable. Sure, it is A.